# 1
{
  "formula": "C41H37N4",
  "method": "wB97M-V/def2-TZVPD",
  "gap_ev": 6.3,
  "homo_energy_ev": -10.25,
  "total_charge": 1,
  "elements": ["C", "C", "C", "C", "N", "C", "C", "C", "C", "C", "C", "C", "C", "C", "C", "C", "C", "C", "C", "C", "N", "C", "C", "C", "C", "C", "C", "C", "C", "C", "C", "C", "C", "C", "C", "C", "C", "C", "C", "H", "H", "H", "H", "H", "H", "H", "H", "H", "H", "H", "H", "H", "H", "H", "H", "H", "H", "H", "H", "H", "H", "H", "H", "H", "H", "H", "H", "H", "C", "C", "N", "C", "C", "N", "H", "H", "H", "H", "H", "H", "H", "H"],
  "positions_angstrom": [[5.396, -1.772, -4.687], [5.932, -0.479, -4.735], [5.114, 0.619, -4.474], [3.764, 0.420, -4.164], [2.956, 1.570, -3.966], [2.136, 2.012, -5.036], [0.896, 1.404, -5.250], [0.101, 1.825, -6.320], [0.549, 2.854, -7.157], [1.787, 3.464, -6.927], [2.589, 3.036, -5.865], [2.712, 2.080, -2.680], [2.947, 3.444, -2.432], [2.752, 3.947, -1.154], [2.082, 3.180, -0.138], [1.764, 3.718, 1.145], [0.822, 3.146, 2.063], [0.989, 3.202, 3.490], [0.122, 2.547, 4.352], [-1.041, 1.930, 3.839], [-1.944, 1.297, 4.680], [-3.310, 1.148, 4.317], [-3.786, -0.096, 3.891], [-5.127, -0.222, 3.516], [-5.999, 0.862, 3.642], [-5.529, 2.087, 4.135], [-4.179, 2.234, 4.462], [-1.533, 0.721, 5.906], [-1.725, 1.433, 7.092], [-1.381, 0.838, 8.307], [-0.888, -0.472, 8.326], [-0.720, -1.185, 7.133], [-1.033, -0.584, 5.913], [-1.310, 1.977, 2.456], [-0.389, 2.539, 1.593], [1.813, 1.811, -0.455], [2.186, 1.254, -1.673], [3.218, -0.861, -4.129], [4.045, -1.963, -4.382], [6.039, -2.633, -4.881], [6.983, -0.315, -4.974], [5.488, 1.646, -4.505], [0.574, 0.617, -4.563], [-0.866, 1.345, -6.485], [-0.078, 3.190, -7.985], [2.140, 4.275, -7.565], [3.560, 3.487, -5.648], [3.350, 4.057, -3.243], [3.104, 4.948, -0.929], [2.415, 4.512, 1.528], [1.855, 3.722, 3.900], [0.318, 2.487, 5.426], [-3.089, -0.935, 3.830], [-5.481, -1.179, 3.122], [-7.043, 0.758, 3.348], [-6.204, 2.935, 4.258], [-3.776, 3.181, 4.837], [-2.125, 2.449, 7.032], [-1.503, 1.409, 9.231], [-0.624, -0.938, 9.274], [-0.342, -2.209, 7.137], [-0.906, -1.101, 4.957], [-2.224, 1.502, 2.086], [-0.595, 2.532, 0.523], [1.360, 1.172, 0.297], [2.052, 0.189, -1.877], [2.157, -0.980, -3.897], [3.619, -2.968, -4.339], [2.393, 6.854, 3.549], [1.926, 7.025, 2.141], [1.751, 6.128, 1.189], [1.464, 6.824, -0.057], [1.248, 8.278, 0.319], [1.666, 8.275, 1.701], [1.900, 7.613, 4.170], [2.150, 5.849, 3.922], [3.488, 6.995, 3.581], [2.333, 6.744, -0.716], [0.624, 6.386, -0.598], [1.872, 8.943, -0.270], [0.199, 8.568, 0.219], [1.691, 9.083, 2.305]]
}


# 2
{
  "formula": "C86H203N13O15",
  "method": "wB97M-V/def2-TZVPD",
  "gap_ev": 8.6,
  "homo_energy_ev": -8.31,
  "elements": ["C", "C", "C", "C", "C", "C", "N", "O", "C", "C", "C", "H", "H", "H", "H", "H", "H", "H", "H", "H", "H", "H", "H", "H", "H", "H", "H", "H", "H", "H", "C", "C", "C", "C", "C", "C", "N", "O", "C", "C", "C", "H", "H", "H", "H", "H", "H", "H", "H", "H", "H", "H", "H", "H", "H", "H", "H", "H", "H", "H", "C", "C", "C", "C", "C", "C", "N", "O", "C", "C", "C", "H", "H", "H", "H", "H", "H", "H", "H", "H", "H", "H", "H", "H", "H", "H", "H", "H", "H", "H", "C", "C", "C", "C", "C", "C", "N", "O", "C", "C", "C", "H", "H", "H", "H", "H", "H", "H", "H", "H", "H", "H", "H", "H", "H", "H", "H", "H", "H", "H", "C", "C", "C", "C", "C", "C", "N", "O", "C", "C", "C", "H", "H", "H", "H", "H", "H", "H", "H", "H", "H", "H", "H", "H", "H", "H", "H", "H", "H", "H", "C", "C", "C", "C", "C", "C", "N", "O", "C", "C", "C", "H", "H", "H", "H", "H", "H", "H", "H", "H", "H", "H", "H", "H", "H", "H", "H", "H", "H", "H", "C", "C", "O", "H", "H", "H", "H", "H", "H", "C", "C", "O", "H", "H", "H", "H", "H", "H", "C", "C", "C", "O", "C", "N", "H", "H", "H", "H", "H", "H", "H", "H", "H", "H", "H", "C", "C", "C", "O", "C", "N", "H", "H", "H", "H", "H", "H", "H", "H", "H", "H", "H", "C", "C", "C", "O", "C", "N", "H", "H", "H", "H", "H", "H", "H", "H", "H", "H", "H", "C", "C", "C", "O", "C", "N", "H", "H", "H", "H", "H", "H", "H", "H", "H", "H", "H", "C", "C", "C", "O", "C", "N", "H", "H", "H", "H", "H", "H", "H", "H", "H", "H", "H", "C", "C", "C", "O", "C", "N", "H", "H", "H", "H", "H", "H", "H", "H", "H", "H", "H", "C", "C", "C", "O", "C", "N", "H", "H", "H", "H", "H", "H", "H", "H", "H", "H", "H"],
  "positions_angstrom": [[-6.192, 3.847, 2.821], [-4.938, 3.246, 3.539], [-4.099, 4.344, 4.127], [-4.769, 5.198, 5.136], [-5.035, 4.249, 6.340], [-5.837, 2.995, 6.021], [-5.314, 2.365, 4.739], [-6.218, 1.363, 4.224], [-5.548, 1.957, 7.103], [-7.410, 3.302, 5.954], [-4.135, 2.410, 2.583], [-5.893, 4.574, 2.079], [-6.755, 4.465, 3.516], [-6.798, 3.120, 2.312], [-3.275, 3.809, 4.605], [-3.648, 4.983, 3.267], [-5.628, 5.782, 4.711], [-4.058, 5.942, 5.499], [-5.448, 4.801, 7.159], [-4.010, 3.933, 6.584], [-4.469, 1.590, 7.054], [-5.684, 2.342, 8.101], [-6.044, 0.998, 7.014], [-8.078, 2.447, 5.729], [-7.898, 3.774, 6.828], [-7.697, 3.995, 5.158], [-3.775, 2.794, 1.613], [-4.808, 1.617, 2.299], [-3.233, 1.914, 3.059], [-5.964, 0.540, 4.688], [-1.223, -5.448, -4.601], [-0.616, -6.409, -3.569], [0.588, -5.672, -2.951], [1.021, -6.326, -1.597], [-0.143, -6.287, -0.593], [-1.315, -7.162, -1.174], [-1.620, -6.539, -2.461], [-2.803, -7.086, -3.065], [-0.948, -8.629, -1.331], [-2.571, -6.975, -0.255], [-0.217, -7.690, -4.321], [-1.313, -4.405, -4.283], [-2.131, -5.835, -5.039], [-0.548, -5.393, -5.443], [1.468, -5.569, -3.615], [0.101, -4.710, -2.643], [1.898, -5.831, -1.130], [1.333, -7.378, -1.645], [-0.492, -5.240, -0.432], [0.216, -6.812, 0.311], [-0.980, -9.082, -0.313], [-1.748, -8.985, -1.967], [0.045, -8.766, -1.785], [-3.480, -7.462, -0.567], [-2.324, -7.196, 0.812], [-2.844, -5.920, -0.177], [-1.025, -8.422, -4.351], [0.673, -8.088, -3.767], [0.036, -7.454, -5.349], [-3.185, -6.300, -3.433], [2.019, 6.179, 2.120], [1.447, 5.925, 0.695], [0.058, 5.175, 0.857], [-1.086, 6.159, 1.039], [-1.128, 7.340, -0.009], [0.261, 8.113, 0.033], [1.303, 7.116, -0.219], [2.570, 7.871, -0.161], [0.250, 9.002, -1.188], [0.526, 8.975, 1.342], [2.295, 4.887, 0.001], [2.056, 5.192, 2.676], [1.436, 6.851, 2.731], [3.090, 6.617, 2.062], [-0.100, 4.470, 0.033], [0.058, 4.552, 1.754], [-1.023, 6.589, 2.011], [-2.014, 5.652, 1.034], [-1.936, 8.093, 0.264], [-1.289, 6.958, -1.009], [1.041, 9.729, -1.184], [0.225, 8.475, -2.148], [-0.704, 9.487, -1.207], [1.587, 9.051, 1.492], [0.101, 9.948, 1.162], [0.092, 8.571, 2.245], [1.802, 4.495, -0.916], [2.386, 4.044, 0.625], [3.288, 5.310, -0.211], [2.743, 8.063, -1.124], [4.756, -7.018, 1.671], [5.369, -5.643, 2.026], [5.922, -4.811, 0.833], [4.768, -4.259, -0.132], [3.741, -3.514, 0.595], [3.247, -4.085, 2.011], [4.425, -4.721, 2.758], [3.780, -5.549, 3.816], [2.712, -2.882, 2.744], [2.149, -5.106, 1.758], [6.606, -5.836, 2.946], [3.906, -6.934, 0.993], [4.494, -7.629, 2.489], [5.519, -7.528, 1.144], [6.397, -3.896, 1.229], [6.596, -5.447, 0.259], [4.365, -5.111, -0.740], [5.332, -3.744, -0.914], [2.791, -3.383, -0.013], [4.186, -2.535, 0.790], [1.947, -2.369, 2.149], [2.154, -3.100, 3.634], [3.547, -2.183, 2.988], [1.936, -5.698, 2.622], [1.225, -4.589, 1.502], [2.391, -5.734, 0.881], [7.197, -4.958, 3.108], [7.298, -6.610, 2.561], [6.318, -6.300, 3.860], [4.352, -5.252, 4.577], [-5.239, 0.391, 0.185], [-5.543, -0.439, -1.089], [-4.759, 0.109, -2.315], [-4.713, -0.937, -3.457], [-4.371, -2.346, -3.052], [-5.141, -2.855, -1.870], [-5.054, -1.756, -0.788], [-5.733, -2.272, 0.341], [-6.581, -3.320, -2.091], [-4.426, -4.113, -1.363], [-7.102, -0.382, -1.276], [-5.896, 0.079, 0.987], [-5.539, 1.431, 0.043], [-4.177, 0.239, 0.415], [-5.134, 1.111, -2.663], [-3.752, 0.338, -2.039], [-3.923, -0.531, -4.125], [-5.687, -0.871, -3.977], [-3.343, -2.400, -2.800], [-4.528, -3.046, -3.897], [-6.578, -4.184, -2.784], [-7.122, -3.455, -1.141], [-7.199, -2.601, -2.568], [-5.121, -4.765, -0.837], [-3.855, -4.629, -2.172], [-3.602, -3.908, -0.647], [-7.395, -0.676, -2.275], [-7.443, 0.659, -1.097], [-7.630, -1.054, -0.566], [-5.025, -2.219, 1.030], [-0.712, 0.129, -3.182], [0.152, -0.647, -2.103], [1.561, 0.002, -2.037], [1.632, 1.361, -1.364], [1.079, 1.107, 0.083], [-0.301, 0.513, 0.196], [-0.385, -0.669, -0.705], [-1.660, -1.275, -0.699], [-0.424, -0.053, 1.664], [-1.418, 1.595, -0.020], [0.346, -2.196, -2.421], [-1.735, -0.235, -3.324], [-0.154, 0.001, -4.118], [-0.652, 1.199, -3.043], [2.217, -0.681, -1.467], [1.949, 0.072, -3.040], [0.962, 1.998, -1.966], [2.580, 1.886, -1.355], [1.189, 1.974, 0.734], [1.703, 0.335, 0.598], [-0.124, 0.808, 2.284], [-1.484, -0.366, 1.776], [0.196, -0.966, 1.789], [-1.369, 2.137, -0.970], [-2.447, 1.233, -0.104], [-1.423, 2.366, 0.748], [0.645, -2.494, -3.463], [-0.631, -2.657, -2.201], [1.143, -2.619, -1.808], [-2.351, -0.640, -0.957], [-1.562, -3.409, 2.682], [-3.002, -3.599, 2.317], [-3.566, -2.372, 1.804], [-1.464, -2.413, 3.195], [-0.876, -3.434, 1.788], [-1.203, -4.178, 3.301], [-3.546, -3.930, 3.219], [-3.188, -4.372, 1.598], [-3.025, -2.101, 1.059], [2.130, 6.169, -3.354], [3.041, 7.293, -3.831], [2.796, 8.460, -3.017], [2.032, 6.120, -2.269], [2.399, 5.187, -3.781], [1.115, 6.341, -3.703], [2.924, 7.529, -4.875], [4.059, 6.938, -3.695], [2.579, 9.220, -3.567], [0.737, -1.111, 5.269], [2.052, -1.222, 6.034], [2.124, -0.231, 7.210], [2.063, 1.145, 6.845], [1.737, 1.982, 7.957], [2.273, -2.559, 6.616], [0.525, -0.058, 5.002], [-0.037, -1.247, 6.046], [0.675, -1.806, 4.421], [2.885, -1.050, 5.338], [3.093, -0.325, 7.805], [1.246, -0.490, 7.792], [0.758, 1.792, 8.373], [1.853, 2.997, 7.591], [2.480, 1.906, 8.772], [3.260, -2.778, 6.712], [1.717, -3.253, 6.155], [5.506, 3.975, -6.369], [5.269, 4.460, -4.936], [4.641, 3.352, -4.165], [5.546, 2.306, -3.981], [5.134, 1.365, -3.036], [6.482, 4.943, -4.287], [6.157, 4.596, -6.937], [4.599, 3.831, -6.894], [6.087, 2.972, -6.354], [4.591, 5.258, -4.985], [3.773, 2.829, -4.610], [4.361, 3.806, -3.215], [5.904, 0.593, -2.984], [4.240, 0.882, -3.440], [4.962, 1.708, -2.017], [6.342, 5.403, -3.364], [7.085, 4.134, -3.984], [-6.414, -3.548, 5.239], [-5.020, -3.182, 5.692], [-4.587, -1.844, 5.109], [-3.217, -1.573, 5.317], [-2.806, -0.322, 4.887], [-4.913, -3.153, 7.152], [-6.433, -3.641, 4.153], [-7.219, -2.802, 5.491], [-6.730, -4.561, 5.638], [-4.343, -3.988, 5.323], [-5.196, -1.105, 5.623], [-4.752, -1.826, 4.001], [-2.862, -0.283, 3.840], [-1.781, -0.105, 5.178], [-3.449, 0.484, 5.228], [-4.014, -2.816, 7.385], [-5.616, -2.595, 7.644], [1.047, -0.671, -7.224], [1.706, 0.591, -7.544], [2.153, 1.524, -6.398], [1.183, 1.755, -5.381], [0.350, 2.827, -5.415], [2.835, 0.292, -8.376], [1.715, -1.305, -6.617], [0.965, -1.329, -8.097], [0.160, -0.595, -6.652], [0.927, 1.182, -8.060], [2.594, 2.494, -6.724], [2.924, 0.943, -5.862], [0.801, 3.718, -4.930], [-0.554, 2.481, -4.946], [0.078, 3.143, -6.425], [3.468, -0.399, -7.942], [3.421, 1.109, -8.550], [9.037, -0.824, 1.704], [8.714, 0.717, 1.523], [7.496, 1.077, 2.275], [6.474, 0.110, 1.863], [5.237, 0.505, 2.480], [9.906, 1.438, 1.984], [9.891, -1.056, 1.011], [8.121, -1.356, 1.582], [9.446, -0.900, 2.756], [8.551, 0.847, 0.463], [7.185, 2.078, 2.018], [7.714, 0.957, 3.336], [5.125, 0.373, 3.552], [4.536, -0.008, 1.888], [5.102, 1.596, 2.397], [10.323, 1.914, 1.185], [9.635, 2.220, 2.592], [-6.396, 5.184, -1.826], [-5.091, 5.354, -1.026], [-3.842, 5.081, -1.884], [-3.962, 3.781, -2.351], [-3.129, 3.468, -3.434], [-5.097, 6.739, -0.542], [-6.400, 5.724, -2.781], [-7.232, 5.594, -1.176], [-6.577, 4.161, -2.066], [-5.108, 4.575, -0.254], [-2.910, 5.187, -1.353], [-3.735, 5.699, -2.767], [-3.383, 2.428, -3.748], [-2.030, 3.447, -3.100], [-3.221, 4.183, -4.278], [-4.340, 7.044, 0.149], [-5.942, 6.914, -0.045], [3.829, -2.160, -4.278], [4.791, -3.308, -4.183], [4.095, -4.615, -3.910], [5.066, -5.699, -3.735], [4.302, -6.897, -3.634], [5.601, -3.423, -5.371], [2.907, -2.330, -4.864], [4.290, -1.280, -4.780], [3.389, -1.790, -3.332], [5.467, -2.892, -3.341], [3.387, -4.845, -4.757], [3.489, -4.558, -3.001], [5.006, -7.680, -3.458], [3.737, -7.020, -4.552], [3.542, -6.817, -2.865], [5.870, -2.516, -5.710], [6.497, -3.786, -5.079]]
}


# 3
{
  "formula": "C6H17NO",
  "method": "wB97M-V/def2-TZVPD",
  "gap_ev": 9.3,
  "de_lowest_kcal_mol": 35.1,
  "homo_energy_ev": -8.52,
  "elements": ["C", "O", "C", "C", "H", "H", "H", "H", "H", "H", "H", "C", "C", "N", "C", "H", "H", "H", "H", "H", "H", "H", "H", "H", "H"],
  "positions_angstrom": [[0.874, -0.578, -1.574], [-0.188, -1.015, -0.749], [0.797, 0.887, -1.901], [1.672, 1.262, -3.116], [0.814, -1.145, -2.553], [1.847, -0.766, -1.071], [1.037, 1.552, -1.004], [-0.261, 1.073, -2.221], [1.543, 2.255, -3.480], [1.479, 0.517, -3.901], [2.749, 1.221, -2.842], [-2.550, -1.001, 1.208], [-1.540, -0.310, 2.097], [-0.195, -0.647, 1.720], [0.803, 0.384, 2.117], [-2.285, -2.086, 1.156], [-3.546, -0.868, 1.661], [-2.569, -0.541, 0.215], [-1.681, 0.778, 1.985], [-1.768, -0.502, 3.155], [-0.190, -0.759, 0.378], [0.070, -1.641, 2.060], [0.516, 1.322, 1.569], [1.791, 0.015, 1.847], [0.780, 0.592, 3.244]]
}


# 4
{
  "formula": "C24H43CdNP2",
  "method": "wB97M-V/def2-TZVPD",
  "gap_ev": 8.4,
  "de_lowest_kcal_mol": 0.0,
  "homo_energy_ev": -7.70,
  "elements": ["P", "P", "C", "C", "H", "H", "H", "H", "C", "H", "H", "H", "C", "H", "H", "H", "C", "H", "H", "H", "C", "H", "H", "H", "Cd", "C", "C", "C", "C", "C", "C", "C", "C", "C", "H", "H", "H", "H", "H", "H", "H", "H", "H", "H", "H", "H", "H", "H", "H", "C", "N", "C", "C", "C", "C", "C", "C", "C", "C", "H", "H", "H", "H", "H", "H", "H", "H", "H", "H", "H", "H"],
  "positions_angstrom": [[-0.225, -1.929, -4.104], [-0.092, 1.157, -3.960], [-0.511, -1.015, -5.715], [0.097, 0.385, -5.663], [-1.602, -0.988, -5.885], [-0.047, -1.608, -6.515], [1.179, 0.382, -5.888], [-0.404, 1.057, -6.373], [-1.749, 1.920, -4.266], [-1.969, 2.643, -3.467], [-2.534, 1.151, -4.295], [-1.703, 2.438, -5.235], [0.957, 2.639, -4.275], [0.583, 3.142, -5.183], [1.999, 2.318, -4.422], [0.882, 3.308, -3.406], [-1.273, -3.401, -4.436], [-1.124, -4.115, -3.613], [-0.969, -3.849, -5.399], [-2.328, -3.089, -4.479], [1.436, -2.604, -4.531], [2.192, -1.805, -4.528], [1.376, -3.053, -5.534], [1.712, -3.370, -3.793], [0.065, -1.042, 4.052], [0.350, 1.252, -0.184], [-0.977, 1.135, -0.327], [-1.762, 0.199, -1.203], [-2.079, -1.229, -0.693], [-0.950, -2.092, -0.219], [0.356, -1.973, -0.475], [1.012, -0.960, -1.356], [1.448, 0.403, -0.742], [-0.512, -3.069, 4.431], [0.723, 2.082, 0.422], [-1.617, 1.871, 0.184], [-1.305, 0.103, -2.200], [-2.737, 0.690, -1.374], [-2.830, -1.135, 0.107], [-2.582, -1.768, -1.512], [-1.286, -2.926, 0.403], [1.060, -2.678, -0.006], [0.345, -0.708, -2.197], [1.916, -1.442, -1.777], [2.221, 0.197, 0.016], [1.950, 0.981, -1.539], [0.105, -3.564, 5.201], [-0.323, -3.559, 3.462], [-1.571, -3.162, 4.694], [-2.480, 1.252, 4.782], [-1.062, 1.055, 5.093], [-0.840, 0.705, 6.506], [-0.225, 2.190, 4.647], [1.207, 1.757, 4.470], [2.277, 2.565, 4.939], [3.592, 2.104, 4.780], [3.845, 0.945, 4.032], [2.774, 0.177, 3.525], [1.484, 0.538, 3.880], [-2.979, 1.880, 5.539], [-2.987, 0.276, 4.748], [-2.569, 1.740, 3.801], [-0.121, -0.127, 6.580], [-0.435, 1.562, 7.067], [-1.789, 0.384, 6.957], [-0.627, 2.532, 3.679], [-0.279, 3.028, 5.364], [2.044, 3.513, 5.436], [4.416, 2.674, 5.222], [4.874, 0.628, 3.842], [2.975, -0.699, 2.909]]
}